Record 1
A cluster of 20 separate species, H39O20 in total in a non-equilibrium geometry, computed with wB97M-V/def2-TZVPD.

Results
Charge: -1
Energy above the lowest of the compared OMol25 structures with the same formula, charge and spin: 32.51 kcal/mol
Molar mass: 359.292 Da
Orbital gap: 10.03 eV
E_LUMO: 2.16 eV
E_HOMO: -7.9 eV

CARTESIAN COORDINATES (ANGSTROEM)
O: 0.651 0.854 -2.393
H: 0.423 0.753 -3.326
O: 1.338 -1.474 -1.992
H: 0.896 -0.183 -2.181
H: 1.964 -1.852 -2.618
O: 3.443 0.424 -1.592
H: 3.507 1.041 -2.326
H: 2.684 -0.161 -1.822
O: -0.212 2.623 -0.587
H: 0.481 2.571 0.094
H: 0.055 1.910 -1.216
O: -2.585 -1.215 0.605
H: -2.390 -0.312 0.288
H: -3.464 -1.012 0.951
O: -0.106 -0.200 5.190
H: -0.149 0.699 5.514
H: -0.280 -0.222 4.248
O: -5.119 0.992 1.240
H: -5.183 0.051 1.402
H: -4.257 1.249 0.868
O: 1.932 -1.597 0.632
H: 2.739 -2.120 0.576
H: 1.751 -1.423 -0.325
O: -0.216 -0.496 1.842
H: 0.258 -1.335 1.857
H: -1.134 -0.633 1.556
O: 4.681 0.930 0.833
H: 5.285 1.593 0.472
H: 4.348 0.592 -0.028
O: -3.398 -4.125 0.543
H: -2.438 -4.227 0.453
H: -3.405 -3.183 0.307
O: -0.955 -2.898 -2.174
H: -1.517 -2.176 -1.867
H: -0.215 -2.410 -2.600
O: -2.394 1.593 0.830
H: -2.124 1.574 1.751
H: -1.706 2.011 0.271
O: -0.984 5.260 -1.067
H: -0.859 4.293 -1.084
H: -0.256 5.564 -0.516
O: 3.037 3.874 0.816
H: 2.881 2.916 0.728
H: 3.735 3.986 1.464
O: 4.309 -2.856 3.183
H: 3.775 -2.204 3.660
H: 3.613 -3.095 2.550
O: 1.589 -4.219 -1.152
H: 0.812 -3.664 -0.985
H: 2.243 -3.557 -1.384
O: 1.829 1.398 1.125
H: 1.194 0.942 1.700
H: 2.041 0.704 0.489
O: -4.884 0.141 -3.524
H: -4.208 -0.175 -2.918
H: -4.517 0.875 -4.019
O: -2.336 0.829 -2.152
H: -1.410 0.886 -2.416
H: -2.757 1.628 -1.836

Löwdin population analysis, charges in e, atoms 1 to 6:
1 O -0.1541
2 H 0.0510
3 O -0.3327
4 H -0.0110
5 H 0.0190
6 O -0.0639

Record 2
A structure of composition C12H33Ag2FeN6O12 in a non-equilibrium geometry, computed with wB97M-V/def2-TZVPD.

Results
Charge: +4
Multiplicity: 8
Molar mass: 725.007 Da
Orbital gap (alpha / beta): 7.07 / 3.17 eV
E_LUMO (alpha / beta): -11.58 / -15.46 eV
E_HOMO (alpha / beta): -18.6 / -18.6 eV

CARTESIAN COORDINATES (ANGSTROEM)
Ag: 1.866 -3.277 -0.139
Ag: 2.001 2.954 2.372
Fe: -1.883 -0.217 2.566
N: 0.856 0.082 0.777
O: 1.434 1.163 0.894
O: 1.335 -0.896 0.221
O: -0.231 0.010 1.297
N: 2.200 3.864 -1.069
O: 1.965 4.780 -1.862
O: 1.894 3.934 0.130
O: 2.823 2.925 -1.529
N: -0.969 -3.335 2.019
O: -1.415 -2.352 2.569
O: -1.554 -4.393 2.107
O: 0.074 -3.249 1.380
C: 3.028 -1.843 3.128
C: 4.016 -2.012 1.975
C: 5.543 -1.981 2.437
O: 6.448 -2.178 1.342
C: 6.312 -1.138 0.463
N: 3.586 -3.257 1.332
H: 3.112 -0.805 3.450
H: 3.257 -2.376 4.051
H: 1.975 -2.073 2.969
H: 3.864 -1.229 1.232
H: 5.778 -2.794 3.123
H: 5.756 -1.042 2.948
H: 7.101 -1.201 -0.286
H: 6.313 -0.177 0.978
H: 5.390 -1.036 -0.110
H: 4.455 -3.485 0.872
H: 3.701 -3.934 2.073
C: 0.041 1.288 -2.427
C: -0.373 1.582 -3.801
C: -1.720 2.273 -3.867
O: -2.265 2.228 -5.218
C: -3.303 3.138 -5.484
N: 0.639 2.374 -4.422
H: 0.904 0.652 -2.230
H: -0.805 0.861 -1.889
H: 0.274 2.269 -2.012
H: -0.514 0.673 -4.386
H: -1.594 3.310 -3.557
H: -2.426 1.947 -3.103
H: -3.039 4.118 -5.087
H: -4.313 2.889 -5.157
H: -3.411 3.354 -6.547
H: 0.206 2.534 -5.320
H: 0.497 3.267 -3.972
C: -5.156 1.063 1.995
C: -4.767 -0.375 2.295
C: -4.203 -1.127 1.098
O: -2.922 -0.683 0.780
C: -2.448 -1.329 -0.439
N: -3.870 -0.343 3.436
H: -6.167 1.104 1.588
H: -4.532 1.505 1.219
H: -5.154 1.683 2.891
H: -5.650 -0.943 2.589
H: -4.872 -1.031 0.243
H: -4.075 -2.190 1.298
H: -2.307 -2.374 -0.161
H: -1.477 -0.931 -0.735
H: -3.066 -1.355 -1.336
H: -3.924 -1.216 3.941
H: -4.240 0.357 4.062

Löwdin population analysis, charges in e, atoms 1 to 6:
1 Ag 0.8316
2 Ag 0.8910
3 Fe 1.1190
4 N -0.5593
5 O -0.0661
6 O -0.0145

Record 3
A structure of composition C4H7MgO in a non-equilibrium geometry, computed with wB97M-V/def2-TZVPD.

Results
Charge: +1
Energy above the lowest of the compared OMol25 structures with the same formula, charge and spin: 0.67 kcal/mol
Molar mass: 95.404 Da
Orbital gap (alpha / beta): 5.08 / 5.08 eV
E_LUMO (alpha / beta): -7.76 / -7.76 eV
E_HOMO (alpha / beta): -12.8 / -12.8 eV

CARTESIAN COORDINATES (ANGSTROEM)
C: -1.259 -0.994 -0.154
C: -0.191 -0.147 0.501
C: 1.077 0.102 -0.237
O: 1.758 1.220 0.107
Mg: 3.589 1.375 0.422
H: -1.044 -1.388 -1.149
H: -0.095 -0.239 1.585
H: -1.826 -1.664 0.492
H: 0.900 0.031 -1.329
C: -1.468 0.480 -0.015
H: -1.393 1.094 -0.914
H: -2.179 0.838 0.730
H: 2.133 -0.707 -0.038

Löwdin population analysis, charges in e, atoms 1 to 6:
1 C -0.1063
2 C -0.2860
3 C -0.3810
4 O -0.4213
5 Mg 1.4525
6 H 0.1097

Record 4
A cluster of 2 separate species, C4H7NO2 in total, computed with wB97M-V/def2-TZVPD.

Results
Structure (SMILES): O=NC1=CCC1.O
Energy above the lowest of the compared OMol25 structures with the same formula, charge and spin: 108.25 kcal/mol
Molar mass: 101.105 Da
Orbital gap (alpha / beta): 8.53 / 8.53 eV
E_LUMO (alpha / beta): -0.90 / -0.90 eV
E_HOMO (alpha / beta): -9.4 / -9.4 eV

CARTESIAN COORDINATES (ANGSTROEM)
O: 2.166 1.161 -0.404
N: 1.895 0.065 -0.867
C: 0.579 -0.360 -0.579
C: -0.058 -1.727 -0.657
C: -1.338 -0.994 -0.141
C: -0.543 0.284 -0.213
O: 0.408 2.198 1.779
H: 1.086 1.884 1.157
H: 0.350 -2.492 0.010
H: -0.157 -2.136 -1.666
H: -1.621 -1.257 0.883
H: -2.222 -1.053 -0.783
H: -0.788 1.320 -0.020
H: 0.244 3.107 1.503

Löwdin population analysis, charges in e, atoms 1 to 6:
1 O -0.0260
2 N 0.0204
3 C -0.2712
4 C -0.1102
5 C -0.1382
6 C 0.0182

Record 5
A structure of composition F2KNO4S2 in a non-equilibrium geometry, computed with wB97M-V/def2-TZVPD.

Results
Energy above the lowest of the compared OMol25 structures with the same formula, charge and spin: 18.53 kcal/mol
Molar mass: 219.231 Da
Orbital gap: 8.93 eV
E_LUMO: -1.24 eV
E_HOMO: -10.2 eV

CARTESIAN COORDINATES (ANGSTROEM)
K: -0.938 -1.406 -2.511
N: -0.148 0.672 -0.652
S: -0.940 0.605 0.737
O: -0.469 1.514 1.715
O: -1.298 -0.749 1.154
F: -2.365 1.204 0.343
S: 1.113 -0.339 -0.122
O: 1.046 -1.698 -0.573
O: 1.785 -0.027 1.109
F: 2.215 0.224 -1.200

Löwdin population analysis, charges in e, atoms 1 to 6:
1 K 0.9363
2 N -0.3346
3 S 0.4415
4 O -0.2497
5 O -0.3103
6 F -0.1865

Record 6
A structure of composition C45H62BrGeN4O2P2SSn, computed with wB97M-V/def2-TZVPD.

Results
Charge: +1
Energy above the lowest of the compared OMol25 structures with the same formula, charge and spin: 0.00 kcal/mol
Molar mass: 1056.257 Da
Orbital gap: 7.04 eV
E_LUMO: -2.38 eV
E_HOMO: -9.4 eV

CARTESIAN COORDINATES (ANGSTROEM)
Sn: -0.193 -0.155 -0.186
C: 0.067 -4.775 2.797
C: 0.731 -3.862 1.772
C: 2.004 -3.227 2.335
P: -0.375 -2.474 1.195
C: -2.032 -3.241 0.868
C: -3.091 -2.168 0.610
C: -1.908 -4.157 -0.352
C: -0.623 -1.456 2.683
C: -1.567 -1.787 3.652
C: -1.784 -0.989 4.762
C: -2.877 -1.298 5.744
C: -1.000 0.153 4.899
C: -0.063 0.508 3.948
C: 0.141 -0.275 2.804
N: 0.948 0.090 1.716
C: 2.056 0.896 1.837
C: 2.721 1.153 3.053
C: 3.669 2.148 3.153
C: 4.062 2.908 2.048
C: 5.027 4.054 2.199
C: 3.580 2.513 0.814
C: 2.619 1.506 0.684
P: 2.245 0.731 -0.903
C: 3.792 -0.235 -1.324
C: 5.114 0.470 -1.032
C: 3.736 -1.549 -0.542
C: 2.000 2.020 -2.237
C: 3.247 2.547 -2.940
C: 1.158 3.163 -1.670
H: 0.800 -5.492 3.171
H: -0.761 -5.339 2.367
H: -0.298 -4.197 3.647
H: 0.986 -4.438 0.877
H: 1.786 -2.703 3.267
H: 2.425 -2.509 1.632
H: 2.754 -3.993 2.537
H: -2.317 -3.834 1.739
H: -2.881 -1.646 -0.328
H: -3.140 -1.435 1.414
H: -4.073 -2.634 0.516
H: -1.617 -3.569 -1.226
H: -2.867 -4.629 -0.570
H: -1.168 -4.945 -0.201
H: -2.171 -2.678 3.534
H: -3.257 -2.310 5.611
H: -3.708 -0.604 5.595
H: -2.533 -1.187 6.772
H: -1.152 0.801 5.755
H: 0.481 1.432 4.070
H: 2.483 0.559 3.924
H: 4.109 2.359 4.122
H: 4.786 4.645 3.082
H: 5.003 4.706 1.327
H: 6.050 3.690 2.319
H: 3.960 3.001 -0.076
H: 3.715 -0.447 -2.396
H: 5.199 0.709 0.026
H: 5.244 1.384 -1.607
H: 5.930 -0.207 -1.292
H: 3.805 -1.345 0.528
H: 4.575 -2.187 -0.820
H: 2.809 -2.092 -0.738
H: 1.396 1.477 -2.976
H: 3.866 3.143 -2.269
H: 2.944 3.193 -3.766
H: 3.845 1.738 -3.357
H: 1.685 3.659 -0.854
H: 0.203 2.793 -1.285
H: 0.962 3.908 -2.445
C: 0.521 -2.490 -3.089
O: -0.235 -1.303 -2.870
C: -0.813 -0.722 -3.967
C: -0.752 -1.242 -5.249
C: -1.385 -0.572 -6.289
Br: -1.317 -1.340 -8.020
C: -2.035 0.626 -6.094
C: -2.068 1.170 -4.811
C: -1.489 0.481 -3.748
O: -1.562 0.946 -2.456
C: -2.675 2.489 -4.578
N: -3.811 2.911 -5.043
C: -3.953 4.205 -4.579
C: -4.980 5.123 -4.784
C: -4.847 6.373 -4.213
C: -3.723 6.719 -3.451
C: -2.694 5.822 -3.234
C: -2.834 4.564 -3.804
N: -2.039 3.436 -3.792
H: 1.373 -2.294 -3.744
H: -0.099 -3.283 -3.511
H: 0.879 -2.798 -2.108
H: -0.234 -2.166 -5.456
H: -2.511 1.150 -6.910
H: -2.233 1.644 -2.417
H: -5.841 4.856 -5.382
H: -5.623 7.111 -4.363
H: -3.656 7.711 -3.026
H: -1.813 6.093 -2.663
H: -1.103 3.365 -3.429
C: -0.442 5.913 3.826
Ge: -0.587 5.483 1.913
C: 0.995 6.019 0.867
C: -2.269 6.134 1.133
C: -0.548 3.471 1.826
H: -0.413 6.990 3.982
H: 0.469 5.482 4.243
H: -1.299 5.515 4.368
H: 1.262 7.060 1.046
H: 0.801 5.896 -0.199
H: 1.844 5.394 1.147
H: -2.282 7.224 1.161
H: -3.121 5.770 1.706
H: -2.383 5.815 0.097
H: -0.775 3.049 2.800
H: 0.430 3.108 1.509
S: -1.776 2.762 0.665
C: -2.633 1.770 1.716
N: -3.240 1.092 2.424

Löwdin population analysis, charges in e, atoms 1 to 6:
1 Sn 1.1458
2 C -0.0967
3 C -0.5191
4 C -0.1095
5 P 0.9752
6 C -0.5488